{
  "formula": "C38H35N2P2PtSSi",
  "method": "wB97M-V/def2-TZVPD",
  "charge": 1,
  "largest_force_ev_per_a": 1.17,
  "spin_multiplicity": 1,
  "homo_lumo_gap_ev": 7.178,
  "total_energy_ev": -83490.8486,
  "homo_energy_ev": -9.79,
  "de_lowest_ev": 0.570,
  "elements": ["Pt", "C", "Si", "C", "C", "C", "C", "C", "C", "P", "C", "C", "C", "C", "C", "C", "C", "C", "C", "C", "C", "C", "C", "C", "C", "C", "C", "C", "P", "C", "C", "C", "C", "C", "C", "C", "C", "C", "C", "C", "C", "H", "H", "H", "H", "H", "H", "H", "H", "H", "H", "H", "H", "H", "H", "H", "H", "H", "H", "H", "H", "H", "H", "H", "H", "H", "H", "H", "H", "H", "H", "H", "N", "C", "N", "S", "H", "H", "H", "H"],
  "xyz": [[-0.391, 0.266, 0.092], [2.931, 0.849, -0.249], [1.490, -0.004, -1.098], [1.276, 0.771, -2.803], [2.139, 0.565, -3.883], [1.949, 1.249, -5.072], [0.907, 2.164, -5.197], [0.050, 2.393, -4.135], [0.227, 1.685, -2.950], [-0.792, 1.870, -1.456], [-2.530, 1.623, -1.904], [-3.508, 1.874, -0.940], [-4.832, 1.551, -1.183], [-5.192, 0.965, -2.392], [-4.228, 0.717, -3.356], [-2.901, 1.048, -3.115], [-0.687, 3.637, -1.015], [0.360, 4.021, -0.174], [0.537, 5.352, 0.168], [-0.347, 6.313, -0.307], [-1.399, 5.938, -1.128], [-1.567, 4.605, -1.485], [1.854, -1.851, -1.142], [3.140, -2.354, -1.363], [3.362, -3.719, -1.449], [2.300, -4.609, -1.324], [1.021, -4.133, -1.095], [0.804, -2.764, -0.977], [-0.825, -2.007, -0.680], [-1.616, -2.914, 0.680], [-0.874, -3.655, 1.596], [-1.488, -4.194, 2.717], [-2.844, -3.998, 2.936], [-3.587, -3.251, 2.032], [-2.976, -2.706, 0.913], [-1.740, -2.442, -2.188], [-1.280, -1.867, -3.374], [-1.854, -2.202, -4.588], [-2.905, -3.112, -4.627], [-3.362, -3.690, -3.454], [-2.780, -3.363, -2.236], [3.819, 0.742, -0.882], [3.160, 0.411, 0.723], [2.756, 1.918, -0.134], [2.958, -0.141, -3.800], [2.614, 1.075, -5.908], [0.768, 2.698, -6.128], [-0.759, 3.108, -4.235], [-3.234, 2.326, 0.008], [-5.583, 1.754, -0.432], [-6.226, 0.710, -2.581], [-4.501, 0.261, -4.298], [-2.157, 0.849, -3.877], [1.025, 3.262, 0.219], [1.368, 5.643, 0.800], [-0.215, 7.352, -0.037], [-2.089, 6.684, -1.499], [-2.392, 4.326, -2.129], [3.983, -1.680, -1.475], [4.363, -4.094, -1.619], [2.477, -5.674, -1.403], [0.192, -4.824, -0.998], [0.187, -3.806, 1.446], [-0.903, -4.772, 3.421], [-3.319, -4.423, 3.810], [-4.643, -3.087, 2.198], [-3.566, -2.109, 0.226], [-0.458, -1.159, -3.349], [-1.484, -1.755, -5.501], [-3.359, -3.373, -5.573], [-4.173, -4.406, -3.484], [-3.142, -3.832, -1.330], [-1.013, 2.776, 2.694], [-0.029, 1.884, 2.655], [1.223, 2.295, 2.836], [-0.365, 0.197, 2.414], [-0.839, 3.769, 2.688], [-1.949, 2.453, 2.523], [1.457, 3.255, 3.030], [1.957, 1.608, 2.819]]
}